Formula: C28H31N6O2PdSSe2
Source: OMol25
Level of theory: ωB97M-V with the def2-TZVPD basis set

Computed properties:
- Energy relative to the best compared isomer or geometry (same formula, charge and spin): 41.70 kcal/mol
- LUMO energy (spin up / spin down): -0.166 / -0.166 Eh
- DFT total energy: -6893.18895 Ha
- Molar mass: 780.003 g mol⁻¹

```
! wB97M-V def2-TZVPD RIJCOSX def2/J DEFGRID3
* xyz 1 1
Pd 0.33082 0.06537 0.02339
O 3.57098 0.72555 5.54260
C 3.93944 0.07841 4.33416
C 2.91480 0.42720 3.24153
C 2.96100 1.97958 3.17211
O 2.05048 2.57858 2.26174
C 1.55617 -0.11751 3.68632
Se -0.03981 0.39990 2.71473
C 3.32992 -0.29048 1.96104
Se 2.67928 0.41685 0.28102
H 4.25236 0.57531 6.20391
H 3.96631 -1.00900 4.46938
H 4.93082 0.40803 4.00604
H 3.98319 2.27079 2.89563
H 2.75186 2.34616 4.17717
H 2.07712 3.52956 2.40023
H 1.38412 0.19255 4.72140
H 1.57088 -1.20512 3.64148
H 3.01844 -1.33344 1.99429
H 4.41659 -0.25938 1.85082
C 2.77138 -0.03894 -5.46002
C 1.43266 0.20890 -5.75552
C 0.47408 0.14008 -4.76559
C 0.85129 -0.19112 -3.45864
C 2.18592 -0.46973 -3.17050
C 3.14213 -0.38936 -4.16906
N -0.05725 -0.23356 -2.38619
N -1.25069 -0.15445 -2.66154
C -2.17794 -0.11426 -1.61597
C -3.51821 -0.07582 -1.96445
C -4.47603 -0.01892 -0.96929
C -4.06578 -0.00416 0.35046
C -2.70612 -0.04658 0.61909
N -1.78688 -0.10034 -0.33631
H 3.51854 0.03476 -6.23947
H 1.13833 0.45396 -6.76771
H -0.56715 0.34187 -4.97475
H 2.44999 -0.78997 -2.17014
H 4.17837 -0.60371 -3.94262
H -3.77225 -0.09296 -3.01550
H -5.52926 0.01284 -1.21452
H -4.77522 0.04046 1.16459
H -2.34913 -0.03871 1.63858
C -3.16852 4.99286 0.61126
C -1.84242 4.79815 1.35958
C -0.89908 3.96073 0.56122
N -0.84387 2.68488 0.59469
N 0.05930 2.14389 -0.28358
C 0.70113 3.04105 -0.99747
N 1.64078 2.75713 -1.90830
S 0.21106 4.65470 -0.61237
H -3.81787 5.66523 1.17125
H -3.67959 4.03729 0.49264
H -3.00186 5.42232 -0.37760
H -2.02383 4.28447 2.30338
H -1.38752 5.76768 1.56475
H 1.83130 1.79920 -2.15117
H 2.12243 3.48484 -2.40251
C 0.37734 -1.85646 0.26845
C 0.24716 -3.05548 0.26920
C 0.17020 -4.49190 0.25196
C -0.63115 -5.17841 1.16475
C -0.68260 -6.56357 1.13734
C 0.05780 -7.27228 0.20238
C 0.85110 -6.59446 -0.71296
C 0.90700 -5.21012 -0.69356
H -1.21229 -4.61910 1.88616
H -1.29860 -7.09658 1.85042
H 0.01214 -8.35374 0.18304
H 1.42956 -7.14983 -1.44026
H 1.51438 -4.66828 -1.40664
*
```

***

Formula: C3H5HgO3
Source: OMol25
Level of theory: ωB97M-V with the def2-TZVPD basis set

Computed properties:
- Energy relative to the best compared isomer or geometry (same formula, charge and spin): 0.00 kcal/mol
- LUMO energy (spin up / spin down): 0.019 / -0.070 Eh
- ⟨S²⟩: 0.76
- DFT total energy: -496.37038 Ha
- Molar mass: 289.660 g mol⁻¹

```
! wB97M-V def2-TZVPD RIJCOSX def2/J DEFGRID3
* xyz 0 2
H 1.56719 1.06007 1.24620
O -0.13318 1.36376 0.06304
C 1.07557 0.65042 0.32193
C -1.10940 0.45121 -0.40120
O 1.98983 0.67612 -0.61812
O 0.62037 -0.75124 0.49436
C -0.79293 -0.79544 0.40839
H -1.00143 0.26410 -1.48466
H -2.10711 0.86187 -0.20660
H -1.10278 -1.72723 -0.07658
H -1.23462 -0.74143 1.41385
Hg 2.22850 -1.31222 -1.16063
*
```

***

Formula: C4H14O3
Source: OMol25
Level of theory: ωB97M-V with the def2-TZVPD basis set

Computed properties:
- Energy relative to the best compared isomer or geometry (same formula, charge and spin): 28.00 kcal/mol
- LUMO energy: 0.012 Eh
- DFT total energy: -386.48215 Ha
- Molar mass: 110.153 g mol⁻¹
- SMILES: C/C=C/C.O.O.O

```
! wB97M-V def2-TZVPD RIJCOSX def2/J DEFGRID3
* xyz 0 1
C -1.43687 1.56079 -1.06312
C -1.63449 0.18432 -0.44792
C -1.20142 -0.17584 0.75512
C -1.15755 -1.52309 1.37415
H -1.86497 1.49772 -2.06190
H -2.07009 2.28127 -0.54129
H -0.40672 1.87516 -1.10793
H -2.12158 -0.51359 -1.11203
H -0.93616 0.68379 1.36643
H -0.84188 -2.32682 0.70931
H -0.55579 -1.47913 2.27271
H -2.13554 -1.87052 1.70638
O 2.26667 0.83895 1.94924
H 3.04205 0.62533 2.47557
H 1.83568 1.65198 2.22054
O 1.70630 -0.45426 -3.12461
H 2.10022 -0.28408 -2.25270
H 0.79100 -0.69450 -2.96386
O 1.61004 -0.75439 -0.40272
H 2.27319 -0.50397 0.24947
H 0.73790 -0.61908 -0.00085
*
```